No. 1
{"formula": "C36H32BiF5OP2Te", "method": "ωB97M-V with the def2-TZVPD basis set", "elements": ["C", "C", "C", "C", "C", "C", "P", "C", "C", "C", "C", "C", "C", "Bi", "P", "C", "C", "C", "C", "C", "C", "C", "C", "C", "C", "C", "C", "C", "C", "C", "C", "C", "C", "C", "C", "C", "C", "C", "C", "H", "H", "H", "H", "H", "H", "H", "H", "H", "H", "H", "H", "H", "H", "H", "H", "H", "H", "H", "H", "H", "H", "H", "H", "H", "H", "H", "H", "H", "H", "H", "H", "F", "Te", "F", "F", "F", "F", "O"], "coordinates": [[0.55412, -1.57817, -2.35672], [-0.50337, -2.05318, -1.56944], [-1.82023, -1.96406, -2.05382], [-2.05602, -1.56846, -3.36103], [-0.98404, -1.20427, -4.17686], [0.30589, -1.15480, -3.65850], [-0.25297, -2.57988, 0.15215], [-1.51565, -3.77252, 0.68215], [-2.69420, -3.33487, 1.33130], [-3.73391, -4.22707, 1.57897], [-3.58890, -5.57301, 1.23648], [-2.38861, -6.02513, 0.67735], [-1.33715, -5.14090, 0.41965], [-0.45785, -0.00873, 1.42805], [-0.02313, 2.48704, 0.18449], [-1.43535, 2.53945, -0.94521], [-1.23971, 2.84184, -2.29407], [-2.18203, 2.41656, -3.23371], [-3.42515, 1.93300, -2.80782], [-3.70361, 1.79462, -1.43847], [-2.68944, 2.06031, -0.52085], [-0.18600, 3.83820, 1.32099], [0.66069, 3.87359, 2.45128], [0.41044, 4.78659, 3.46017], [-0.64770, 5.69239, 3.33899], [-1.45123, 5.69285, 2.19582], [-1.23205, 4.76627, 1.18725], [1.65664, 2.56919, -0.49071], [2.57786, 1.50561, -0.29679], [3.75745, 1.46974, -1.03411], [4.07156, 2.53388, -1.88716], [3.20572, 3.61833, -2.02964], [1.99470, 3.63835, -1.33838], [1.42433, -3.21709, 0.34446], [2.02337, -3.90903, -0.72046], [3.34915, -4.31522, -0.61056], [4.06106, -4.08144, 0.56542], [3.45394, -3.43241, 1.64438], [2.13874, -2.99836, 1.54155], [1.46595, 3.14000, 2.50515], [1.03869, 4.79899, 4.35600], [-0.86503, 6.38886, 4.14036], [-2.27487, 6.40299, 2.08275], [-1.86594, 4.73969, 0.29118], [-0.35390, 3.40607, -2.56841], [-1.95047, 2.45836, -4.29546], [-4.18874, 1.63995, -3.53425], [-4.68716, 1.46237, -1.09563], [-2.86402, 1.85421, 0.53927], [2.30550, 0.66569, 0.35052], [4.44162, 0.61879, -0.93903], [5.02464, 2.53324, -2.41322], [3.46793, 4.46078, -2.67593], [1.29955, 4.46888, -1.46480], [1.45174, -4.09985, -1.63047], [3.80887, -4.80397, -1.46211], [5.09543, -4.40774, 0.63267], [4.01847, -3.26528, 2.55925], [1.65939, -2.47677, 2.37805], [-2.78489, -2.30647, 1.67749], [-4.64321, -3.86620, 2.05493], [-4.40189, -6.26842, 1.41648], [-2.25508, -7.07316, 0.42725], [-0.39397, -5.47806, -0.00508], [-2.64387, -2.23517, -1.38325], [-3.08194, -1.53347, -3.74112], [-1.15825, -0.92881, -5.22024], [1.12811, -0.75350, -4.22566], [1.55642, -1.52102, -1.95367], [0.53429, 0.78535, -2.10125], [1.26688, 1.00108, -2.09995], [1.63136, 2.17041, 4.83302], [0.86238, 0.43229, 4.69703], [1.46186, 0.21106, 6.59649], [-2.14193, 0.82915, 2.41478], [2.44733, -0.55823, 4.37784], [-0.48437, -1.60990, 2.80509], [0.97575, 0.79863, 2.75735]], "mulliken_charge": [-1.139, 1.088, -0.708, -0.680, -0.626, -0.425, 0.341, 0.773, -0.304, -0.570, -0.578, -0.592, -0.527, 2.088, 0.456, 0.722, -0.766, -0.671, -0.512, -0.897, -0.328, 0.831, -0.637, -0.661, -0.501, -0.687, -0.421, 0.530, -0.254, -0.510, -0.564, -0.872, -0.372, 0.447, -0.048, -0.870, -0.538, -0.735, -0.278, 0.402, 0.436, 0.436, 0.419, 0.403, 0.317, 0.497, 0.475, 0.436, 0.656, 0.495, 0.491, 0.434, 0.427, 0.512, 0.493, 0.445, 0.454, 0.486, 0.380, 0.388, 0.435, 0.416, 0.425, 0.398, 0.429, 0.480, 0.452, 0.442, 0.564, -0.683, 0.689, -0.411, 1.611, -0.474, -0.608, -0.423, -0.665, -0.564], "total_charge": 2, "e_homo_ev": [-14.4, -14.2], "orbital_gap_ev": [5.33, 4.88], "relative_energy_kj_mol": 0.0, "lumo_ev": [-9.1, -9.4]}


No. 2
{"formula": "C15H24NS2", "method": "ωB97M-V with the def2-TZVPD basis set", "elements": ["C", "C", "C", "C", "C", "S", "C", "C", "S", "C", "C", "H", "H", "H", "H", "H", "H", "H", "H", "H", "C", "C", "C", "N", "C", "C", "C", "H", "H", "H", "H", "H", "H", "H", "H", "H", "H", "H", "H", "H", "H", "H"], "coordinates": [[-4.18122, -0.24878, -2.16174], [-3.46454, -1.45205, -2.17733], [-2.07549, -1.44747, -2.08841], [-1.37631, -0.22691, -1.94453], [0.05377, -0.21485, -1.67999], [0.95856, 1.23484, -1.76306], [2.55692, 0.47137, -2.27955], [2.64506, -0.95208, -1.75946], [0.96214, -1.67553, -1.60976], [-2.09622, 0.98356, -2.05931], [-3.48571, 0.96716, -2.13622], [-5.26981, -0.25674, -2.21487], [-3.99675, -2.39914, -2.26876], [-1.51625, -2.38268, -2.14454], [2.57609, 0.50577, -3.37821], [3.34420, 1.10913, -1.86242], [3.14469, -1.61369, -2.47791], [3.15909, -1.00290, -0.79113], [-1.55413, 1.93024, -2.09704], [-4.03553, 1.90682, -2.18959], [0.25438, 3.95436, 1.90036], [1.00472, 2.66256, 2.17487], [0.25771, 1.43286, 1.64544], [1.05248, 0.23661, 1.74567], [0.37160, -1.01760, 1.61060], [1.24031, -2.19389, 2.06740], [0.61269, -3.53194, 1.73041], [0.84558, 4.80296, 2.25097], [0.06478, 4.08907, 0.83038], [-0.70821, 3.97506, 2.42148], [2.00617, 2.69865, 1.72758], [1.14470, 2.53209, 3.25680], [-0.70432, 1.32848, 2.18477], [0.02014, 1.55755, 0.57588], [1.66582, 0.25151, 2.55936], [-0.60051, -1.03575, 2.14334], [0.14344, -1.12652, 0.53716], [2.23903, -2.11374, 1.61831], [1.37362, -2.10206, 3.15399], [1.27310, -4.33855, 2.05551], [-0.34818, -3.65453, 2.23931], [0.44238, -3.64322, 0.65424]], "mulliken_charge": [-0.378, -0.684, -0.339, 0.691, 0.395, 0.002, -0.614, -0.545, -0.077, -0.378, -0.757, 0.412, 0.400, 0.390, 0.369, 0.445, 0.506, 0.260, 0.420, 0.393, -1.275, -0.391, -0.057, -0.122, 0.094, -0.371, -1.245, 0.375, 0.276, 0.337, 0.321, 0.357, 0.283, -0.283, 0.276, 0.357, -0.460, 0.288, 0.387, 0.372, 0.335, 0.235], "total_charge": 1, "e_homo_ev": -11.4, "orbital_gap_ev": 5.99, "relative_energy_kj_mol": 45.0, "lumo_ev": -5.4}


No. 3
{"formula": "C2H28O11S2", "method": "ωB97M-V with the def2-TZVPD basis set", "elements": ["C", "C", "S", "S", "H", "H", "H", "H", "H", "H", "O", "H", "H", "O", "H", "H", "O", "H", "H", "O", "H", "H", "O", "H", "H", "O", "H", "H", "O", "H", "H", "O", "H", "H", "O", "H", "H", "O", "H", "H", "O", "H", "H"], "coordinates": [[2.29416, 0.49508, -1.11694], [1.88682, -0.13090, -2.47103], [2.30003, -1.89913, -2.61116], [0.58657, -2.93629, -2.73169], [3.29823, 0.90262, -1.03835], [2.11086, -0.18650, -0.28506], [1.57012, 1.28735, -0.90628], [2.29111, 0.48278, -3.26629], [0.80246, -0.05810, -2.44148], [0.64238, -3.57325, -1.54493], [-0.11326, -4.79214, 0.95732], [0.81937, -4.69193, 0.72057], [-0.70650, -4.94166, 0.23293], [-0.16542, 2.41717, 1.02971], [-0.38052, 2.30301, 0.07788], [-0.64625, 3.17494, 1.37336], [0.30273, -2.47421, 2.50150], [-0.09385, -3.17370, 1.94961], [-0.18172, -1.63714, 2.52860], [2.17281, -2.86833, 0.58545], [1.75621, -2.53322, 1.40741], [2.01473, -2.16895, -0.03759], [1.03311, 3.18797, -3.36520], [0.84120, 2.29324, -3.66549], [0.95546, 3.17032, -2.41427], [-0.75430, 2.22800, -1.55716], [-0.99922, 2.96631, -2.10597], [-1.46534, 1.55822, -1.66347], [-0.53526, 0.12030, 2.72982], [-0.04286, 0.81796, 2.27173], [-0.41961, 0.24217, 3.67833], [-2.56267, 1.68612, 2.27120], [-2.18126, 0.81685, 2.10494], [-2.04671, 2.12545, 2.94263], [-2.22038, 0.06191, -2.23024], [-2.55005, -0.55576, -1.54089], [-2.65187, -0.21814, -3.04162], [-3.21646, -1.11195, 0.00970], [-3.93880, -0.63855, 0.44620], [-2.59292, -1.15938, 0.73962], [0.85773, 2.83317, 3.36860], [0.45934, 3.70437, 3.47582], [1.46980, 2.87391, 2.63216]], "mulliken_charge": [-0.506, 0.002, -0.100, -0.135, 0.342, 0.051, 0.007, 0.321, -0.075, 0.115, -0.693, 0.332, 0.294, -0.442, 0.310, 0.229, -0.706, 0.435, 0.403, -0.562, 0.423, 0.175, -0.632, 0.316, 0.311, -0.607, 0.353, 0.279, -0.783, 0.306, 0.288, -0.650, 0.388, 0.285, -0.649, 0.361, 0.286, -0.685, 0.351, 0.275, -0.618, 0.289, 0.315], "total_charge": 0, "smiles": "CCSS.O.O.O.O.O.O.O.O.O.O.O", "e_homo_ev": -8.8, "orbital_gap_ev": 8.81, "relative_energy_kj_mol": 0.0, "lumo_ev": 0.0}


No. 4
{"formula": "C22H26ClF16N3O6S", "method": "ωB97M-V with the def2-TZVPD basis set", "elements": ["O", "C", "Cl", "C", "N", "C", "O", "O", "C", "C", "C", "C", "C", "C", "C", "S", "C", "N", "N", "C", "O", "H", "H", "H", "H", "H", "H", "H", "H", "H", "H", "H", "H", "H", "H", "H", "H", "H", "H", "F", "C", "F", "C", "F", "F", "C", "O", "C", "F", "F", "C", "F", "F", "H", "H", "H", "H", "F", "C", "F", "C", "F", "F", "C", "O", "C", "F", "F", "C", "F", "F", "H", "H", "H", "H"], "coordinates": [[-1.02918, -0.20393, -0.75923], [-1.76593, 0.73217, -1.39629], [-3.25280, 1.35891, -0.41117], [-1.41403, 1.27382, -2.90268], [-0.06222, 0.85917, -3.43781], [0.95030, 1.99768, -3.40445], [0.87166, 2.90743, -4.38713], [1.95298, 1.96340, -2.32958], [3.00677, 2.97239, -2.50639], [3.76453, 3.18087, -1.03519], [2.73623, 3.51594, 0.19419], [2.00901, 2.21696, 0.87726], [2.90350, 0.84427, 0.90057], [2.58364, -0.17293, 2.14914], [1.32712, -1.19608, 1.90110], [1.79618, -2.73470, 0.87343], [0.18018, -3.10488, -0.06437], [-0.09091, -3.20011, -1.54937], [-1.47122, -3.45172, -1.72481], [-2.09434, -3.52426, -0.32478], [-1.05954, -3.30543, 0.73838], [-2.22369, 0.83634, -3.62980], [-1.56931, 2.45443, -2.88116], [0.31115, -0.00570, -2.98931], [3.86647, 2.56309, -3.22611], [2.63651, 4.03338, -2.82953], [4.43452, 4.15775, -1.18323], [4.51843, 2.30810, -0.83712], [1.86700, 4.18505, -0.26771], [3.23925, 4.19551, 1.02593], [1.02632, 2.00360, 0.26655], [1.65315, 2.46949, 1.98559], [2.78706, 0.26127, -0.11436], [4.03476, 1.17454, 0.96326], [3.52840, -0.83217, 2.37588], [2.32675, 0.50192, 3.09639], [0.94590, -1.61645, 2.93874], [0.40224, -0.63246, 1.42173], [-3.25227, -3.69855, -0.15629], [-7.34666, -0.79608, -5.66734], [-8.43248, 0.00384, -5.56224], [-9.24922, -0.32889, -6.59826], [-8.06899, 1.48255, -5.62044], [-7.51044, 1.80834, -6.81688], [-9.22653, 2.21097, -5.54172], [-7.15153, 1.96541, -4.48647], [-5.76142, 2.05984, -4.80595], [-5.01475, 0.85400, -4.65132], [-5.78825, -0.07900, -4.04637], [-4.02326, 1.14671, -3.76784], [-4.40739, 0.36111, -5.96942], [-5.36714, 0.09527, -6.89273], [-3.71503, -0.79542, -5.78830], [-8.95872, -0.24071, -4.63501], [-7.44827, 2.99806, -4.26641], [-7.32377, 1.42731, -3.54658], [-3.72790, 1.10656, -6.39330], [2.57200, -1.97869, 5.80615], [2.26870, -2.94041, 6.70783], [1.13944, -2.52254, 7.34129], [3.39283, -3.16730, 7.71129], [3.62489, -2.05267, 8.45516], [2.98572, -4.12719, 8.59986], [4.71632, -3.64966, 7.09770], [5.70609, -2.64196, 6.87799], [5.59922, -1.93864, 5.64129], [4.66345, -2.53514, 4.86457], [6.78702, -2.12854, 5.00698], [5.34665, -0.43914, 5.83340], [4.18581, -0.20980, 6.49984], [5.23676, 0.19709, 4.63638], [2.02406, -3.86042, 6.16910], [5.17351, -4.32023, 7.83538], [4.56598, -4.28078, 6.21357], [6.15874, 0.02803, 6.39851]], "mulliken_charge": [-0.329, 0.368, -0.202, 0.098, -0.262, 0.260, -0.544, -0.114, -0.489, -0.524, -0.661, -0.147, -0.243, -0.521, -0.430, -0.085, 0.337, -0.248, -0.233, 0.006, -0.247, -0.129, 0.390, 0.326, 0.239, 0.328, 0.324, 0.295, 0.261, 0.297, -0.162, 0.437, 0.111, 0.310, 0.145, 0.248, 0.343, 0.166, 0.320, -0.205, 0.102, -0.280, 0.852, -0.271, -0.332, -0.672, -0.381, 0.700, -0.291, -0.284, 0.212, -0.230, -0.245, 0.279, 0.419, 0.322, 0.267, -0.172, 0.090, -0.284, 0.822, -0.274, -0.333, -0.655, -0.399, 0.719, -0.228, -0.307, 0.200, -0.205, -0.223, 0.284, 0.416, 0.327, 0.218], "total_charge": 0, "smiles": "O=C(Cl)CNC(=O)OCCCCCCCSc1nnco1.FC(F)C(F)(F)COC(F)(F)C(F)F.FC(F)C(F)(F)COC(F)(F)C(F)F", "e_homo_ev": -8.8, "orbital_gap_ev": 8.59, "lumo_ev": -0.2}


E across the listed records, respectively: -85180.1215, -39098.1011, -46721.9465, -106817.5900 eV.